Entry 1:
The following is a DFT calculation (ωB97M-V with the def2-TZVPD basis set) of H80O40 as an isolated structure in a non-equilibrium geometry.

As for the electronic energy: -83178.19386 eV. The value obtained for the HOMO energy (alpha / beta) is -12.219 / -12.219 eV. Its charge is +1. The LUMO energy (alpha / beta) is -3.2 / -9.3 eV. The value obtained for the maximum force is 0.1530 hartree/bohr. The multiplicity is 2. The expectation value of S² is 0.757. For the energy above the lowest of the compared OMol25 structures with the same formula, charge and spin, the calculation gives 1470.3 kJ/mol. The HOMO-LUMO gap (alpha / beta) is 0.3321 / 0.1082 Ha.

Structure (XYZ):
```
120
Properties=species:S:1:pos:R:3:forces:R:3:lowdin_spin:R:1
H -2.94172 -0.71581 -0.69010 -0.352 -3.056 1.489 0.00
H -3.12483 -2.31657 -0.82813 -0.199 0.124 -0.041 0.00
O -3.14228 -1.61894 -0.16627 1.069 3.033 -1.264 0.00
H 0.00131 -1.60565 -5.36145 -2.018 -2.807 -0.746 0.00
H -0.00570 -0.10697 -5.27107 0.894 -1.225 0.081 0.00
O 0.56836 -0.92451 -5.16057 -0.070 4.368 0.026 0.00
H -2.66929 3.26965 3.49822 -0.098 0.901 0.000 0.00
H -1.94021 3.93408 2.07332 -1.449 -2.045 2.518 0.00
O -2.23064 3.11360 2.66443 0.968 1.975 -2.884 0.00
H -2.00158 -3.65494 -1.90502 0.002 0.645 1.550 0.00
H -2.05909 -5.09977 -2.30912 -0.764 -2.855 1.413 0.00
O -1.88608 -4.25688 -2.60519 0.870 2.248 -2.890 0.00
H 2.81219 0.05106 6.43376 0.774 1.584 -1.126 0.00
H 2.23373 1.36218 5.93753 1.034 -0.381 -0.521 0.00
O 3.02218 0.78579 5.75656 -2.046 -1.155 2.528 0.00
H -1.52748 -4.67499 0.61703 -0.117 -1.860 -0.119 0.00
O -2.34415 -5.25711 0.58476 0.778 2.985 0.117 0.00
H 3.26720 -0.44441 4.60078 -0.357 0.982 -0.937 0.00
O 3.59382 -0.53512 3.67581 0.848 -1.632 -0.690 0.22
H 4.03676 2.87151 -3.39555 -1.289 3.864 -0.467 0.00
H 3.55622 3.82852 -4.42663 -0.413 0.275 -1.928 0.00
O 3.71459 3.91209 -3.50940 1.669 -4.390 2.065 0.00
H -2.87553 -2.06830 2.24266 3.055 3.501 0.912 0.00
H -1.60090 -1.22542 1.78680 2.023 0.184 -3.128 0.00
O -2.13092 -1.21364 2.52214 -4.769 -3.525 1.216 0.00
H 2.44782 -2.00849 -4.21307 -0.683 -0.117 -0.700 0.00
H 2.49050 -1.02368 -5.51898 -1.587 -0.745 -0.849 0.00
O 2.89730 -1.36171 -4.75149 3.235 -0.145 1.759 0.00
H -3.58323 1.04540 -2.17604 -0.058 3.074 1.727 0.00
H -4.25077 -0.43847 -2.03596 3.240 2.903 -3.614 0.00
O -3.50412 0.28313 -2.66525 -3.045 -5.810 1.167 0.00
H 0.47929 4.69382 -2.98412 1.417 1.275 -1.010 0.00
O 1.07142 5.49476 -3.07742 -3.046 -0.239 2.753 0.00
H 0.98652 5.34636 2.25559 0.503 -2.717 1.299 0.00
H -0.16153 6.32456 2.06991 1.427 -0.153 0.127 0.00
O 0.79237 6.14749 1.86590 -1.478 4.134 -0.234 0.00
H -0.13830 -2.12389 5.30921 2.184 -0.576 -2.946 0.00
H -0.76442 -1.01781 6.16117 0.044 -3.415 -0.197 0.00
O -0.69022 -2.06699 6.02411 -1.440 4.040 3.788 0.00
H 0.88008 0.53074 -1.94385 0.457 0.230 0.743 0.00
H 1.23543 0.12133 -3.48997 -2.689 0.641 2.833 0.00
O 0.45888 0.37743 -2.78072 2.715 -1.297 -3.000 0.00
H 2.71467 3.58964 2.08385 -0.948 1.367 -2.170 0.00
H 3.76559 3.07661 2.84170 4.387 -0.357 0.556 0.00
O 2.86815 3.10710 2.85294 -3.460 -1.142 1.542 0.00
H 2.40822 -5.44878 0.23641 0.263 -2.425 -0.596 0.00
H 3.08096 -4.14615 0.34674 2.571 0.917 0.036 0.00
O 2.26791 -4.56247 0.44739 -1.749 1.538 0.837 0.00
H -4.40143 -4.44852 3.05985 -0.314 -1.803 1.075 0.00
H -3.15635 -3.18675 3.46885 -2.074 -2.188 0.335 0.00
O -3.90578 -3.68073 2.93113 2.401 3.922 -1.393 0.00
H -0.01049 4.39282 -0.43320 1.825 -2.648 -6.910 0.00
O -0.24882 4.63241 0.35873 -2.245 4.430 6.101 0.00
H -5.61486 2.99860 -0.15228 -0.452 1.049 0.249 0.00
H -4.88389 2.12214 0.87880 1.213 0.075 4.228 0.00
O -5.20036 2.17973 0.04333 -0.553 -1.249 -4.434 0.00
H 4.53142 -3.42342 2.51624 0.704 -1.814 2.602 0.00
O 4.41176 -2.82644 1.84033 0.247 3.863 -3.181 0.01
H 3.90148 0.36634 -5.13295 1.546 -0.894 0.282 0.00
H 2.59308 0.82237 -5.23192 -0.475 0.974 0.169 0.00
O 3.45601 1.18758 -5.00485 -0.822 0.755 -0.193 0.00
H 1.09195 2.19869 0.24705 -0.094 0.479 -0.130 0.00
H 0.63656 1.03054 1.17416 -0.364 0.634 0.112 0.00
O 1.04257 1.23954 0.30533 0.844 -0.723 -0.443 0.00
H -5.30150 -1.68036 -3.43004 0.550 -0.636 1.520 0.00
H -3.94462 -2.34068 -3.04748 -2.209 0.551 1.155 0.00
O -4.83802 -2.05359 -2.61744 1.596 -0.211 -2.978 0.00
H 3.15580 -4.20961 -1.47039 -0.791 0.121 -0.168 0.00
H 2.27307 -5.11652 -2.43551 -0.852 0.239 0.263 0.00
O 3.14367 -4.85539 -2.16942 1.634 -0.393 -0.738 0.00
H 0.53801 -3.56859 2.00265 -1.319 -1.383 -1.029 0.00
H 0.48034 -3.79504 0.53869 0.363 -0.105 -1.082 0.00
O 0.02322 -4.09617 1.31150 0.241 1.788 2.379 0.00
H -2.34277 2.12562 -0.56716 -3.019 2.593 2.644 0.00
H -0.95998 2.22254 -1.17486 -1.501 -0.982 0.085 0.00
O -1.76953 1.64584 -1.05620 4.381 -1.416 -2.391 0.00
H -2.55548 -1.31163 4.42491 -0.643 1.744 0.550 0.00
H -3.37612 -2.63401 5.20690 -1.214 0.891 1.626 0.00
O -2.78601 -2.17900 4.65058 0.966 -3.109 -1.797 0.00
H -4.97211 -0.53347 3.00838 -3.967 -4.932 0.880 0.00
H -3.51750 -0.28055 2.61860 -2.564 1.403 0.696 0.00
O -4.44317 0.15292 2.89806 6.369 3.910 -1.618 0.00
H -5.62255 -0.79980 0.46470 0.458 0.535 0.710 0.00
H -5.34683 -1.11650 -0.98708 0.950 -0.162 -0.847 0.00
O -5.96101 -1.23607 -0.30008 -2.119 -0.516 0.710 0.00
H 0.14228 2.02363 3.24564 -0.888 -0.296 -1.171 0.00
H -0.84707 2.19402 2.02969 -1.249 1.055 0.030 0.00
O -0.26181 1.59493 2.44950 2.602 -1.690 1.684 0.00
H -2.40773 1.11275 -4.62612 -1.394 -0.340 2.715 0.00
O -2.13065 0.95907 -5.48636 1.707 -3.115 -3.522 0.00
H 1.73601 4.28768 -1.42185 0.118 -0.551 -1.717 0.00
H 1.14352 2.77443 -2.01006 0.348 -0.165 -2.418 0.00
O 1.31819 3.41828 -1.36159 -0.170 0.246 3.678 0.00
H -0.00882 5.64342 0.36152 -0.480 -2.931 0.289 0.00
H -2.82442 -4.47067 0.94198 -1.052 -1.302 0.055 0.00
H 5.03562 -2.03326 1.90747 -0.993 -2.149 0.504 0.00
H 3.14196 -0.00038 3.02905 -0.274 0.886 0.987 0.00
H 1.70763 5.42837 -3.73652 1.484 -0.812 -1.874 0.00
H -1.99742 -0.05290 -5.62241 -0.957 2.807 0.661 0.00
O -0.53339 2.41756 -3.79997 -3.390 2.665 -0.952 0.00
H -0.74109 1.48893 -3.88003 0.303 -0.345 0.349 0.00
H -1.46304 2.83597 -4.09479 3.361 -0.996 0.865 0.00
O 5.11117 -1.45665 -0.60463 2.299 5.079 -0.812 0.03
H 5.06105 -0.41954 -0.26991 1.147 -3.121 -2.158 0.00
H 4.54204 -1.60471 0.08265 -2.366 -2.352 2.534 0.00
O 3.09112 -0.20965 -0.17395 -0.294 0.462 0.837 0.24
H 3.06911 -0.44701 -1.10556 -0.136 -0.002 -0.460 0.00
H 2.57720 0.62747 0.00221 -0.453 -0.062 -0.663 0.00
O 2.02625 -1.34985 1.63610 0.498 0.556 -0.570 0.50
H 2.59868 -1.88055 1.00068 -0.263 0.504 1.256 0.00
H 2.39890 -0.42441 1.60239 -0.473 -1.465 -0.249 -0.01
O 4.60537 2.12216 -1.11896 -3.809 2.716 1.974 0.01
H 4.20586 2.92851 -1.56691 1.173 -1.574 0.601 0.00
H 5.24429 1.70817 -1.60481 2.621 -1.118 -2.431 0.00
O -1.27370 0.81305 5.26444 2.703 -3.012 -2.710 0.00
H -0.93658 0.10019 4.49865 -1.528 3.057 2.698 0.00
H -2.20763 0.84081 5.12106 -1.184 0.085 -0.215 0.00
O 0.30586 -1.78072 -1.07702 0.517 -2.331 -0.497 0.00
H -0.06984 -1.16953 -1.68441 -0.581 0.959 -1.069 0.00
H 0.44280 -1.31377 -0.28841 0.050 1.138 1.706 0.00
```
Positions in Å, forces in eV/Å.

Entry 2:
The following is a DFT calculation (ωB97M-V with the def2-TZVPD basis set) of H8LiO4 as an isolated structure.

As for the electronic energy: -8519.23330 eV. The value obtained for the HOMO energy is -15.029 eV. Its charge is +1. The LUMO energy is -4.3 eV. The value obtained for the maximum force is 0.0119 hartree/bohr. The multiplicity is 1. For the energy above the lowest of the compared OMol25 structures with the same formula, charge and spin, the calculation gives 251.0 kJ/mol. The HOMO-LUMO gap is 0.3934 Ha.

Structure (XYZ):
```
13
Properties=species:S:1:pos:R:3:forces:R:3:mulliken_charge:R:1
Li -0.03093 -0.27449 0.24268 0.058 -0.104 -0.029 0.94
O 1.58311 -3.13718 -0.27461 -0.280 0.536 0.080 -0.63
H 1.61742 -3.45263 -1.17768 0.025 -0.080 -0.296 0.33
H 1.91647 -3.86700 0.24737 0.091 -0.174 0.242 0.32
O 2.33070 2.05294 1.23991 -0.413 -0.356 -0.171 -0.63
H 2.21233 2.99670 1.34732 -0.062 0.287 0.009 0.32
H 3.20409 1.87913 1.59091 0.272 -0.113 0.085 0.32
O -0.82522 0.84183 -3.06758 0.200 -0.201 0.537 -0.64
H -1.32886 0.77890 -3.87913 -0.137 -0.123 -0.259 0.32
H -0.92697 1.75284 -2.79202 -0.021 0.320 -0.069 0.33
O -2.94819 0.01684 1.96183 0.537 -0.014 -0.281 -0.63
H -3.83375 -0.34518 1.99297 -0.246 -0.191 -0.060 0.32
H -2.97015 0.75725 2.56808 -0.023 0.213 0.211 0.33
```
Positions in Å, forces in eV/Å.

Entry 3:
The following is a DFT calculation (ωB97M-V with the def2-TZVPD basis set) of a 5-piece molecular cluster, H8O3S2 overall in a non-equilibrium geometry.

As for the electronic energy: -27937.18156 eV. The value obtained for the HOMO energy is -10.089 eV. Its charge is 0. The LUMO energy is -5.8 eV. The value obtained for the maximum force is 0.0491 hartree/bohr. The multiplicity is 1. For the energy above the lowest of the compared OMol25 structures with the same formula, charge and spin, the calculation gives 560.6 kJ/mol. The HOMO-LUMO gap is 0.1587 Ha.

Structure (XYZ):
```
13
Properties=species:S:1:pos:R:3:forces:R:3:mulliken_charge:R:1
S -1.35490 -0.21075 -1.09529 0.582 0.290 1.228 -0.17
S 1.17851 -0.42154 1.81973 -0.694 -0.645 0.012 -0.33
H -1.55681 -1.30420 -1.79528 0.032 -0.748 -0.410 0.17
H 1.25294 -1.16715 2.94138 -0.207 -0.010 -0.079 0.19
H 0.44233 -2.17919 0.41736 -0.798 -1.013 -0.681 0.25
H -0.67440 -3.15170 -0.24064 -1.636 0.128 0.353 0.31
O 0.23501 -2.98196 -0.12488 2.376 0.811 0.260 -0.54
H -0.60338 2.99920 0.00054 0.674 0.393 0.276 0.34
H -1.48698 2.06499 -0.65733 -0.811 -1.447 -0.151 0.25
O -1.24650 2.96424 -0.70278 0.067 1.391 -0.115 -0.56
H 0.73239 0.89010 -0.76810 1.616 1.126 0.894 0.26
H 1.65467 1.02342 0.52482 -0.115 0.790 -1.215 0.37
O 1.42713 1.47455 -0.31954 -1.086 -1.067 -0.373 -0.55
```
Positions in Å, forces in eV/Å.

- Number 3 is which compound?
  H8O3S2

- Among the records above, which one has the highest maximum force?
  H80O40

- Which value of maximum force does entry 3 give?
  0.0491 hartree/bohr

Please write out number 2 again, unchanged.
The following is a DFT calculation (ωB97M-V with the def2-TZVPD basis set) of H8LiO4 as an isolated structure.

As for the electronic energy: -8519.23330 eV. The value obtained for the HOMO energy is -15.029 eV. Its charge is +1. The LUMO energy is -4.3 eV. The value obtained for the maximum force is 0.0119 hartree/bohr. The multiplicity is 1. For the energy above the lowest of the compared OMol25 structures with the same formula, charge and spin, the calculation gives 251.0 kJ/mol. The HOMO-LUMO gap is 0.3934 Ha.

Structure (XYZ):
```
13
Properties=species:S:1:pos:R:3:forces:R:3:mulliken_charge:R:1
Li -0.03093 -0.27449 0.24268 0.058 -0.104 -0.029 0.94
O 1.58311 -3.13718 -0.27461 -0.280 0.536 0.080 -0.63
H 1.61742 -3.45263 -1.17768 0.025 -0.080 -0.296 0.33
H 1.91647 -3.86700 0.24737 0.091 -0.174 0.242 0.32
O 2.33070 2.05294 1.23991 -0.413 -0.356 -0.171 -0.63
H 2.21233 2.99670 1.34732 -0.062 0.287 0.009 0.32
H 3.20409 1.87913 1.59091 0.272 -0.113 0.085 0.32
O -0.82522 0.84183 -3.06758 0.200 -0.201 0.537 -0.64
H -1.32886 0.77890 -3.87913 -0.137 -0.123 -0.259 0.32
H -0.92697 1.75284 -2.79202 -0.021 0.320 -0.069 0.33
O -2.94819 0.01684 1.96183 0.537 -0.014 -0.281 -0.63
H -3.83375 -0.34518 1.99297 -0.246 -0.191 -0.060 0.32
H -2.97015 0.75725 2.56808 -0.023 0.213 0.211 0.33
```
Positions in Å, forces in eV/Å.